{"formula": "AgH30O19P", "method": "ωB97M-V with the def2-TZVPD basis set", "species": ["Ag", "P", "O", "O", "O", "O", "O", "H", "H", "O", "H", "H", "O", "H", "H", "O", "H", "H", "O", "H", "H", "O", "H", "H", "O", "H", "H", "O", "H", "H", "O", "H", "H", "O", "H", "H", "O", "H", "H", "O", "H", "H", "O", "H", "H", "O", "H", "H", "O", "H", "H"], "xyz": [[6.1810, -11.2240, -10.9170], [4.3370, -10.3560, -9.1630], [5.1800, -9.4680, -10.0150], [5.9110, -10.4960, -8.9140], [4.0500, -10.6970, -10.5830], [4.7170, -11.8000, -9.2510], [6.4720, -13.3860, -8.5110], [7.1580, -12.8380, -8.8240], [5.7490, -12.7790, -8.8090], [2.2990, -9.3540, -11.7000], [3.0050, -9.9490, -11.3310], [2.8210, -8.8400, -12.3730], [6.7840, -8.5940, -7.7100], [6.5250, -7.8450, -8.2320], [6.4160, -9.3620, -8.2810], [5.0090, -8.9820, -12.4620], [5.0120, -9.1950, -11.5260], [4.8340, -9.8400, -12.7790], [2.8520, -7.6610, -9.9090], [2.6840, -8.3820, -10.5250], [3.7920, -7.5900, -10.0070], [3.4470, -11.6110, -6.4660], [3.4640, -12.1580, -7.2620], [4.3730, -11.3760, -6.3600], [2.2340, -12.3010, -11.2950], [2.6400, -12.4240, -12.1650], [2.8720, -11.7180, -10.8640], [4.3310, -8.5120, -6.7730], [5.2490, -8.6020, -7.0080], [4.2110, -7.5870, -6.9830], [4.6070, -11.5030, -12.8620], [4.1100, -11.0370, -13.5510], [4.3460, -11.1960, -11.9040], [2.9480, -13.4130, -8.4450], [2.2620, -13.3610, -9.1070], [3.6910, -12.8310, -8.8290], [7.5330, -9.1770, -10.7770], [7.9960, -9.6700, -10.0700], [6.6310, -9.3330, -10.4070], [8.0290, -11.3760, -9.3120], [7.0970, -11.0070, -9.1060], [8.4270, -11.3520, -8.4640], [6.2060, -11.2860, -6.6390], [6.4070, -12.1730, -6.7880], [6.0250, -10.9380, -7.5840], [4.8360, -13.5210, -11.0050], [4.5460, -13.0940, -11.7780], [4.7300, -12.7830, -10.3710], [5.4180, -7.0630, -9.6690], [5.3480, -8.0520, -9.8060], [5.3510, -6.6380, -10.5200]], "lowdin_charge": [0.93, 0.36, -0.37, -0.39, -0.42, -0.41, -0.06, -0.05, -0.03, -0.09, -0.03, 0.07, -0.08, 0.00, -0.03, -0.04, -0.04, -0.06, -0.08, -0.06, -0.06, -0.10, -0.04, -0.03, -0.06, 0.03, -0.04, -0.08, -0.05, 0.02, -0.13, 0.08, -0.01, -0.10, 0.02, -0.01, -0.08, 0.02, -0.05, -0.11, -0.07, 0.05, -0.06, -0.01, -0.02, -0.05, -0.05, -0.06, -0.08, -0.03, 0.05], "e_above_lowest_ev": 17.274, "e_tot_ev": -52663.857, "homo_lumo_gap_ev": 6.3, "total_charge": -2}

{"formula": "C6H11N2S", "method": "ωB97M-V with the def2-TZVPD basis set", "species": ["C", "C", "C", "C", "C", "C", "N", "N", "S", "H", "H", "H", "H", "H", "H", "H", "H", "H", "H", "H"], "xyz": [[1.0371, 0.8173, -0.9292], [-0.0349, 1.4255, -0.3462], [1.2908, -0.5018, -1.2684], [-1.9187, 0.5819, 1.2011], [2.4284, -0.8616, -2.1520], [-1.3479, 0.2732, 3.0261], [-1.0103, 0.9645, 0.3630], [0.4581, -1.4842, -0.8282], [-3.6107, 0.1721, 1.0334], [1.7695, 1.6287, -1.2334], [-0.1594, 2.5116, -0.5190], [1.9467, -1.4408, -2.9768], [3.1247, -1.6425, -1.7052], [3.0849, -0.0997, -2.5086], [-0.5873, -0.4161, 2.8676], [-2.0930, -0.0317, 3.7359], [-1.0378, 1.2426, 3.1686], [0.6962, -2.4226, -0.9797], [-0.2059, -1.4504, 0.0780], [-3.8305, 0.7342, -0.0269]], "lowdin_charge": [-0.06, -0.11, -0.32, -0.51, -0.01, 0.07, 0.06, 0.16, 0.92, 0.14, 0.16, 0.12, 0.12, 0.08, 0.02, 0.06, 0.02, 0.09, 0.19, -0.20], "e_above_lowest_ev": 3.864, "e_tot_ev": -20206.289, "homo_lumo_gap_ev": 8.4, "total_charge": 1}

{"formula": "C6H24N7O9", "method": "ωB97M-V with the def2-TZVPD basis set", "species": ["N", "O", "O", "O", "C", "O", "H", "H", "H", "H", "C", "O", "H", "H", "H", "H", "C", "O", "H", "H", "H", "H", "C", "O", "N", "N", "H", "H", "H", "H", "C", "O", "N", "N", "H", "H", "H", "H", "C", "O", "N", "N", "H", "H", "H", "H"], "xyz": [[-6.7603, 8.8945, -20.2127], [-6.2513, 9.9376, -20.4624], [-6.1461, 7.9033, -20.3046], [-7.9158, 8.8913, -19.8733], [-6.0521, 4.5796, -19.2475], [-5.7436, 5.6559, -18.4926], [-6.0816, 3.6544, -18.6719], [-6.9992, 4.5954, -19.7867], [-5.3092, 4.4632, -20.0366], [-6.0179, 6.3533, -19.0926], [-4.0180, 10.5172, -23.2478], [-5.3571, 10.9091, -22.8534], [-3.2731, 11.1450, -22.7590], [-3.7519, 9.5154, -22.9106], [-3.9471, 10.6230, -24.3304], [-5.4668, 10.6745, -21.9290], [-8.4347, 12.1637, -21.8352], [-9.7225, 12.5854, -21.9652], [-7.7813, 13.0216, -21.6768], [-8.3727, 11.3952, -21.0647], [-8.0280, 11.6857, -22.7264], [-10.2013, 11.7607, -22.0759], [-8.5192, 12.0175, -17.8522], [-8.9433, 12.9810, -17.2457], [-7.4653, 12.0259, -18.5476], [-9.1491, 10.8752, -17.8842], [-6.9223, 12.8737, -18.6284], [-7.2174, 11.2178, -19.1004], [-8.7002, 10.2714, -18.5580], [-9.7983, 10.4932, -17.2113], [-2.8747, 6.4694, -22.0155], [-1.9711, 5.6814, -22.1265], [-4.0637, 6.2145, -22.5337], [-2.8042, 7.5937, -21.3900], [-4.2660, 5.3834, -23.0708], [-4.7299, 6.9052, -22.2186], [-3.6366, 8.1495, -21.2546], [-2.0230, 7.9868, -20.8848], [-10.3719, 6.5012, -19.2906], [-11.0986, 5.6196, -18.9565], [-9.6072, 6.5148, -20.3396], [-10.1901, 7.6227, -18.6389], [-9.8805, 5.8429, -21.0424], [-9.1144, 7.3748, -20.5338], [-10.4587, 7.8188, -17.6852], [-9.5022, 8.2335, -19.0559]], "lowdin_charge": [-0.64, 0.00, 0.05, -0.04, -0.23, -0.09, 0.08, 0.07, 0.07, 0.03, -0.13, -0.14, 0.07, 0.04, 0.08, 0.01, -0.22, -0.09, 0.09, 0.05, 0.07, 0.08, -0.83, 0.01, 0.19, 0.18, 0.13, 0.07, 0.06, 0.12, -0.80, 0.02, 0.17, 0.18, 0.12, 0.08, 0.08, 0.13, -0.82, 0.04, 0.17, 0.17, 0.12, 0.08, 0.11, 0.05], "e_above_lowest_ev": 1.975, "e_tot_ev": -35468.967, "homo_lumo_gap_ev": 9.7, "total_charge": -1}

{"formula": "C3H8ClN3", "method": "ωB97M-V with the def2-TZVPD basis set", "species": ["C", "C", "C", "N", "N", "N", "Cl", "H", "H", "H", "H", "H", "H", "H", "H"], "xyz": [[2.2944, -0.3249, -0.0754], [-0.4083, -0.0824, 0.8310], [-2.8584, -0.2462, 1.1068], [3.2855, -0.4654, -0.8950], [1.1628, 0.1717, -0.4732], [-1.6411, 0.0550, 0.4248], [0.2355, -0.2883, 2.3232], [2.1850, -0.6771, 0.8942], [-2.5839, -0.4427, 2.1245], [-3.4675, -1.0665, 0.5772], [-3.6147, 0.5256, 1.1380], [4.2862, -0.7415, -0.6495], [3.3061, -0.0179, -1.8463], [1.0608, 0.5210, -1.4086], [-1.6330, 0.5772, -0.4936]], "lowdin_charge": [-0.23, -0.39, 0.01, 0.21, 0.17, 0.02, 1.02, 0.08, 0.09, 0.17, 0.12, 0.20, 0.18, 0.13, 0.22], "e_above_lowest_ev": 3.139, "e_tot_ev": -20212.266, "homo_lumo_gap_ev": 9.0, "total_charge": 2}

{"formula": "C17H51AsClN4O7P2Si3V", "method": "ωB97M-V with the def2-TZVPD basis set", "species": ["V", "C", "N", "C", "P", "O", "O", "P", "O", "N", "C", "C", "N", "C", "C", "N", "C", "C", "H", "H", "H", "H", "H", "H", "H", "H", "H", "H", "H", "H", "H", "H", "H", "H", "H", "H", "H", "H", "H", "H", "H", "H", "O", "Cl", "O", "O", "O", "C", "Si", "C", "C", "As", "Si", "C", "C", "C", "Si", "C", "C", "C", "H", "H", "H", "H", "H", "H", "H", "H", "H", "H", "H", "H", "H", "H", "H", "H", "H", "H", "H", "H", "H", "H", "H", "H", "H", "H", "H"], "xyz": [[-0.1246, 0.4269, -0.4110], [2.0113, 4.6478, 1.7704], [0.9272, 3.8211, 1.2202], [-0.2585, 3.7012, 2.0825], [1.0946, 3.1438, -0.2179], [-0.1811, 2.3557, -0.5627], [2.3535, 2.1134, -0.1236], [2.7177, 0.7440, -0.9092], [1.4392, 0.2054, -1.5742], [3.7843, 1.1486, -2.0472], [3.7765, 0.5630, -3.3975], [5.0993, 1.6406, -1.6092], [3.1743, -0.2217, 0.3020], [3.9157, 0.2229, 1.4913], [3.4667, -1.6166, -0.0875], [1.5199, 4.0877, -1.4604], [2.8734, 4.6303, -1.6371], [0.4687, 4.9875, -1.9773], [1.7033, 5.6913, 1.8343], [2.9081, 4.5842, 1.1542], [2.2622, 4.2845, 2.7667], [-0.7080, 4.6850, 2.2139], [0.0424, 3.3058, 3.0522], [-0.9868, 3.0325, 1.6366], [2.7794, 0.2140, -3.6487], [4.4829, -0.2663, -3.4595], [4.0685, 1.3310, -4.1129], [5.0473, 2.0590, -0.6031], [5.4284, 2.4278, -2.2867], [5.8386, 0.8374, -1.6162], [3.6398, 1.2408, 1.7516], [4.9930, 0.1598, 1.3270], [3.6458, -0.4269, 2.3222], [2.8870, -1.9027, -0.9644], [3.1786, -2.2694, 0.7348], [4.5298, -1.7492, -0.2969], [3.6175, 3.9451, -1.2408], [2.9756, 5.6019, -1.1491], [3.0576, 4.7564, -2.7035], [-0.5170, 4.5533, -1.8222], [0.6245, 5.1075, -3.0482], [0.5173, 5.9651, -1.4940], [-1.5265, 0.4335, 1.2042], [-0.4542, -0.3498, 1.8941], [-0.8637, -1.0255, 3.0388], [0.6532, 0.5752, 2.0572], [-0.0196, -1.2569, 0.7668], [0.2557, -1.2767, -4.4419], [-1.0556, 0.0138, -4.1611], [-2.4224, -0.1949, -5.3915], [-0.3568, 1.7398, -4.2215], [-1.8451, -0.2824, -1.9243], [-3.8950, 0.9174, -1.5845], [-3.4290, 2.6370, -1.0539], [-4.8512, 0.0368, -0.2644], [-4.8195, 0.9494, -3.1895], [-2.2191, -2.6331, -1.6239], [-3.0476, -2.8989, 0.0165], [-3.2948, -3.1721, -3.0371], [-0.5438, -3.4445, -1.6776], [0.8867, -0.9703, -5.2818], [-0.2054, -2.2272, -4.7190], [0.8953, -1.4523, -3.5783], [-1.9551, -0.1764, -6.3823], [-3.1602, 0.6051, -5.3626], [-2.9438, -1.1481, -5.2970], [0.2111, 1.8716, -5.1472], [0.3028, 1.9713, -3.3825], [-1.1678, 2.4734, -4.2264], [-2.6535, 2.6659, -0.2890], [-4.3244, 3.1094, -0.6387], [-3.0947, 3.2371, -1.9034], [-4.2523, -0.2410, 0.6031], [-5.3333, -0.8639, -0.6489], [-5.6406, 0.7110, 0.0810], [-4.3614, 1.6396, -3.9002], [-5.8327, 1.3120, -2.9891], [-4.9139, -0.0256, -3.6692], [-4.1289, -2.7808, -0.0535], [-2.6932, -2.2455, 0.8125], [-2.8448, -3.9281, 0.3273], [-4.0866, -2.4560, -3.2670], [-3.7853, -4.1156, -2.7806], [-2.7153, -3.3380, -3.9475], [0.2271, -2.9024, -1.1268], [-0.1954, -3.5866, -2.7001], [-0.6311, -4.4312, -1.2132]], "lowdin_spin": [1.95, 0.00, 0.00, 0.00, 0.00, 0.01, 0.00, 0.00, 0.03, 0.00, 0.00, 0.00, 0.00, 0.00, 0.00, 0.00, 0.00, 0.00, 0.00, 0.00, 0.00, 0.00, 0.00, 0.00, 0.00, 0.00, 0.00, 0.00, 0.00, 0.00, 0.00, 0.00, 0.00, 0.00, 0.00, 0.00, 0.00, 0.00, 0.00, 0.00, 0.00, 0.00, 0.01, 0.01, 0.00, 0.01, 0.00, 0.00, 0.00, 0.00, 0.00, -0.03, 0.00, 0.00, 0.00, 0.00, 0.00, 0.00, 0.00, 0.00, 0.00, 0.00, 0.00, 0.00, 0.00, 0.00, 0.00, 0.00, 0.00, 0.00, 0.00, 0.00, 0.00, 0.00, 0.00, 0.00, 0.00, 0.00, 0.00, 0.00, 0.00, 0.00, 0.00, 0.00, 0.00, 0.00, 0.00], "e_above_lowest_ev": 0.581, "e_tot_ev": -179997.643, "multiplicity": 3, "s_squared": 2.024, "homo_lumo_gap_ev": [8.1, 9.2], "total_charge": 2}

{"formula": "C22H46O3", "method": "ωB97M-V with the def2-TZVPD basis set", "species": ["C", "C", "C", "C", "C", "C", "C", "C", "C", "O", "C", "O", "O", "H", "H", "H", "H", "H", "H", "H", "H", "H", "H", "H", "H", "H", "H", "H", "H", "H", "H", "C", "C", "C", "C", "C", "C", "H", "H", "H", "H", "H", "H", "H", "H", "H", "H", "H", "H", "H", "H", "C", "C", "C", "C", "C", "C", "H", "H", "H", "H", "H", "H", "H", "H", "H", "H", "H", "H", "H", "H"], "xyz": [[-1.6116, -5.8186, 1.8080], [-1.0069, -7.1569, 1.3362], [-0.1478, -7.8944, 2.3663], [1.3284, -7.4741, 2.4262], [1.5689, -5.9682, 2.3976], [3.0104, -5.5679, 2.7426], [3.5168, -4.3444, 1.9474], [3.3143, -3.0332, 2.6719], [2.6338, -1.8791, 1.9881], [2.9321, -0.8185, 2.9220], [4.0754, -1.1598, 3.5601], [4.5813, -0.5287, 4.4364], [4.5385, -2.3487, 3.0735], [-2.6275, -5.7060, 1.4393], [-1.6071, -5.7540, 2.8964], [-1.0152, -4.9769, 1.4538], [-1.8379, -7.8151, 1.0741], [-0.4458, -7.0098, 0.4105], [-0.1573, -8.9536, 2.0949], [-0.6050, -7.8328, 3.3555], [1.8587, -7.9550, 1.6002], [1.7660, -7.8803, 3.3430], [0.8832, -5.5056, 3.1135], [1.2800, -5.5816, 1.4176], [3.6908, -6.4063, 2.6030], [3.0291, -5.2838, 3.7954], [3.0121, -4.2790, 0.9827], [4.5865, -4.4598, 1.7691], [2.7602, -3.1637, 3.6113], [3.1453, -1.5985, 1.0626], [1.5708, -1.9827, 1.7888], [0.3946, 1.3985, 1.7405], [0.7449, 1.5835, 0.2664], [-0.1900, 2.5403, -0.4703], [-1.6550, 2.1045, -0.5202], [-1.8964, 0.7364, -1.1549], [-1.4594, 0.6598, -2.6151], [-0.5987, 0.9631, 1.8663], [1.1104, 0.7350, 2.2243], [0.4145, 2.3541, 2.2675], [0.7528, 0.6096, -0.2335], [1.7645, 1.9703, 0.1913], [0.1800, 2.6862, -1.4896], [-0.1406, 3.5230, 0.0090], [-2.2203, 2.8582, -1.0793], [-2.0715, 2.1059, 0.4908], [-2.9638, 0.5093, -1.0917], [-1.3869, -0.0408, -0.5782], [-1.9784, 1.4108, -3.2148], [-1.6844, -0.3197, -3.0392], [-0.3866, 0.8257, -2.7250], [-4.0506, 5.5848, -3.0973], [-2.9139, 5.8687, -4.0750], [-1.5716, 5.2930, -3.6282], [-1.0419, 5.8488, -2.3056], [-0.8634, 7.3652, -2.2659], [0.1463, 7.8853, -3.2849], [-3.8681, 6.0394, -2.1225], [-4.9951, 5.9819, -3.4715], [-4.1755, 4.5097, -2.9490], [-2.8270, 6.9472, -4.2321], [-3.1673, 5.4407, -5.0484], [-0.8327, 5.4587, -4.4171], [-1.6679, 4.2060, -3.5315], [-0.0795, 5.3720, -2.0941], [-1.7095, 5.5486, -1.4924], [-0.5321, 7.6470, -1.2631], [-1.8257, 7.8616, -2.4177], [1.1239, 7.4231, -3.1331], [0.2697, 8.9652, -3.1946], [-0.1686, 7.6767, -4.3084]], "lowdin_charge": [-0.11, -0.26, -0.22, -0.22, -0.22, -0.18, -0.11, -0.28, -0.09, 0.04, -0.56, 0.17, 0.08, 0.06, 0.07, 0.06, 0.10, 0.11, 0.10, 0.11, 0.11, 0.11, 0.11, 0.10, 0.11, 0.11, 0.12, 0.13, 0.16, 0.14, 0.14, -0.10, -0.27, -0.23, -0.22, -0.27, -0.11, 0.07, 0.05, 0.08, 0.09, 0.11, 0.10, 0.11, 0.10, 0.10, 0.10, 0.10, 0.07, 0.07, 0.07, -0.11, -0.27, -0.23, -0.24, -0.27, -0.11, 0.07, 0.07, 0.07, 0.10, 0.10, 0.10, 0.10, 0.10, 0.10, 0.10, 0.10, 0.07, 0.07, 0.06], "e_above_lowest_ev": 0.000, "smiles": "CCCCCCC[C@@H]1COC(=O)O1.CCCCCC.CCCCCC", "e_tot_ev": -29703.132, "homo_lumo_gap_ev": 11.4}